# 1
Below is a molecular structure, C31H51Cl2N2OPZr at a distorted geometry, with properties calculated with the ωB97M-V functional and the def2-TZVPD basis.

The geometry in XYZ format:
```
89
Properties=species:S:1:pos:R:3:forces:R:3:mulliken_charge:R:1
P -1.827 1.115 0.104 -0.24 0.19 -0.16 0.400
C -3.072 0.395 -1.110 0.07 0.05 0.03 0.047
C -4.471 1.025 -1.232 0.04 -0.09 -0.04 -0.252
C -5.375 0.163 -2.128 0.08 0.05 -0.02 -1.006
C -4.755 -0.037 -3.518 0.05 -0.02 0.08 -0.658
C -3.345 -0.633 -3.413 -0.01 0.06 0.05 -0.829
C -2.447 0.222 -2.507 -0.10 -0.03 0.05 -0.289
C -1.327 2.811 -0.526 0.03 -0.08 0.01 0.296
C -2.407 3.762 -1.064 0.10 0.01 0.02 -0.593
C -1.822 5.158 -1.331 0.03 -0.09 -0.04 -0.915
C -0.637 5.084 -2.303 -0.01 -0.06 0.09 -0.670
C 0.438 4.114 -1.795 -0.06 -0.04 -0.02 -0.855
C -0.149 2.722 -1.517 -0.06 0.07 0.05 -0.627
C -2.948 1.571 1.535 0.11 -0.09 -0.01 0.162
C -3.579 0.290 2.114 -0.03 0.12 0.03 -0.786
C -4.473 0.593 3.325 0.11 0.01 -0.01 -0.823
C -3.698 1.342 4.415 -0.02 0.04 -0.09 -0.724
C -3.063 2.618 3.851 0.03 -0.09 -0.05 -0.812
C -2.171 2.314 2.638 -0.12 -0.02 0.01 -0.787
H -3.211 -0.620 -0.704 0.03 0.08 -0.06 0.533
H -4.393 2.029 -1.661 -0.03 -0.10 0.04 0.052
H -4.934 1.137 -0.245 0.03 -0.01 -0.12 0.231
H -6.366 0.624 -2.216 0.13 -0.06 0.01 0.378
H -5.520 -0.818 -1.653 0.02 0.11 -0.06 0.379
H -5.396 -0.680 -4.133 0.09 0.09 0.08 0.391
H -4.698 0.936 -4.028 -0.01 -0.11 0.06 0.312
H -3.410 -1.648 -2.996 0.02 0.13 -0.05 0.342
H -2.895 -0.725 -4.409 -0.06 0.01 0.14 0.390
H -1.450 -0.226 -2.422 -0.09 0.02 -0.01 -0.203
H -2.316 1.210 -2.968 -0.03 -0.09 0.03 0.181
H -0.917 3.266 0.389 0.00 -0.04 -0.12 0.388
H -1.484 5.593 -0.379 -0.03 -0.05 -0.11 0.352
H -3.247 3.832 -0.364 0.07 0.00 -0.08 0.226
H -2.805 3.361 -2.005 0.05 0.05 0.08 0.216
H -2.599 5.823 -1.728 0.10 -0.09 0.05 0.384
H -0.208 6.082 -2.457 -0.06 -0.14 0.02 0.390
H -0.998 4.739 -3.283 0.04 0.04 0.11 0.299
H 1.257 4.039 -2.521 -0.12 0.00 0.11 0.387
H 0.871 4.511 -0.865 -0.05 -0.06 -0.11 0.361
H 0.621 2.053 -1.117 -0.05 0.10 -0.04 0.008
H -0.492 2.283 -2.462 0.04 0.05 0.08 0.223
H -3.755 2.229 1.181 0.09 -0.06 0.05 0.336
H -4.160 -0.232 1.346 0.07 0.05 0.10 0.318
H -2.771 -0.392 2.416 -0.07 0.06 -0.02 0.297
H -5.325 1.207 2.999 0.10 -0.07 0.04 0.318
H -4.889 -0.341 3.724 0.05 0.13 -0.05 0.374
H -2.906 0.688 4.807 -0.09 0.07 -0.05 0.309
H -4.358 1.583 5.257 0.09 -0.03 -0.11 0.377
H -2.476 3.127 4.625 -0.08 -0.07 -0.10 0.398
H -3.858 3.313 3.546 0.09 -0.09 0.04 0.327
H -1.755 3.250 2.250 -0.05 -0.12 0.07 0.258
H -1.320 1.693 2.952 -0.07 0.06 -0.03 0.278
Zr 1.943 -1.444 0.262 -2.79 -0.94 2.23 1.239
Cl 2.183 0.607 1.265 -0.10 2.40 1.08 -0.628
Cl 0.305 -2.835 -0.541 -2.02 -1.00 -1.09 -0.544
C 3.428 -1.675 -0.789 3.83 -0.61 -2.95 -0.297
H 4.356 -2.128 -0.428 -0.06 0.01 -0.12 0.275
C 3.500 -1.129 -2.134 0.33 0.00 -0.08 0.280
C 4.764 -0.907 -2.721 -0.23 0.29 -0.46 -0.594
C 4.873 -0.341 -3.987 -0.31 -0.13 0.20 -0.516
C 3.722 0.004 -4.700 -0.16 -0.01 0.02 -0.471
C 2.461 -0.226 -4.140 0.33 0.09 0.02 -0.850
C 2.348 -0.788 -2.875 0.46 0.04 -0.02 -0.107
H 5.658 -1.174 -2.162 -0.13 0.04 -0.07 0.314
H 5.854 -0.171 -4.422 -0.11 -0.02 0.03 0.359
H 1.565 0.026 -4.700 0.10 -0.02 0.05 0.402
H 1.366 -1.004 -2.460 -0.07 -0.02 -0.16 0.179
H 3.806 0.441 -5.690 -0.03 -0.06 0.12 0.362
C 2.259 -5.684 2.098 -0.83 0.03 -0.50 -0.898
N 3.404 -4.876 2.497 0.72 0.66 -0.02 0.132
C 4.464 -5.508 3.273 0.27 -0.54 0.44 -0.655
C 5.805 -4.926 2.881 0.20 -0.01 -0.09 -0.661
C 5.745 -3.428 3.123 0.72 -0.04 0.21 -0.677
N 4.623 -2.820 2.415 -0.89 -1.50 -0.19 0.455
C 4.769 -1.415 2.137 0.70 0.25 0.43 0.050
C 3.488 -3.557 2.099 1.60 -1.21 0.80 0.363
O 2.536 -3.122 1.427 -0.21 0.89 0.55 -0.660
H 1.324 -5.244 2.504 0.46 -0.30 -0.39 0.271
H 2.337 -6.727 2.472 0.25 0.85 -0.09 0.357
H 2.195 -5.724 0.989 -0.15 0.07 0.69 0.295
H 4.283 -5.335 4.355 0.11 -0.24 -0.44 0.229
H 4.495 -6.605 3.092 -0.40 0.75 0.05 0.432
H 5.991 -5.120 1.800 -0.06 0.09 0.66 0.305
H 6.628 -5.382 3.472 -0.54 0.30 -0.35 0.349
H 6.709 -3.006 2.760 -0.79 0.15 0.16 0.337
H 5.659 -3.198 4.209 0.15 -0.15 -0.51 0.318
H 4.893 -0.850 3.086 -0.08 -0.26 -0.50 0.352
H 5.652 -1.241 1.487 -0.54 -0.07 0.35 0.335
H 3.901 -1.045 1.633 0.04 0.40 -0.04 -0.522
```
Forces are in eV/Å.

# 2
18
Properties=species:S:1:pos:R:3:forces:R:3:nbo_charge:R:1 method="wB97M-V/def2-TZVPD" de_lowest_ev=4.1845 total_charge=+1
C -3.435 -0.187 -0.268 0.30 0.32 0.05 0.056
C 0.678 1.240 0.137 0.08 0.34 -0.11 0.380
C 0.053 -1.062 -0.550 0.12 -0.55 -0.07 -0.451
C 2.815 -0.036 0.518 0.40 -0.46 -0.14 -0.432
N -2.389 0.365 -0.341 -0.67 -1.58 0.30 -0.079
N -1.366 0.908 -0.772 0.14 2.10 -1.27 -0.185
N -0.157 0.359 -0.350 0.45 -0.38 0.92 -0.205
N 1.936 1.116 0.508 -0.13 0.21 0.09 -0.520
S -4.858 -0.335 0.571 -0.36 -0.18 0.17 0.205
H 0.257 2.237 0.208 0.04 -0.07 -0.03 0.242
H 0.055 -1.593 0.402 0.01 -0.01 -0.05 0.226
H -0.769 -1.443 -1.156 0.06 0.10 0.03 0.248
H 0.980 -1.243 -1.089 -0.03 0.00 0.02 0.234
H 3.334 -0.134 -0.438 -0.07 -0.04 0.06 0.224
H 3.565 0.111 1.295 -0.09 0.00 -0.03 0.240
H 2.278 -0.952 0.736 0.01 0.04 0.05 0.221
H 2.394 1.975 0.779 -0.28 0.04 -0.04 0.430
H -5.373 -1.324 -0.188 0.02 0.12 0.05 0.166

# 3
49
Properties=species:S:1:pos:R:3:forces:R:3:nbo_charge:R:1 method="wB97M-V/def2-TZVPD" de_lowest_ev=0.0000 smiles="C[C@@H](c1c[nH]c2ccccc12)[C@H](N)C(=O)O.CNC(=O)CNC(C)=O"
O -1.938 -5.553 0.128 -0.02 0.34 -0.13 -0.641
O -2.845 -0.597 0.401 0.26 0.00 -0.17 -0.631
O 3.195 -1.151 -2.073 0.50 0.72 1.01 -0.609
O 4.233 -0.041 -0.397 -0.73 -0.17 -0.20 -0.685
C -1.274 -4.913 0.931 -0.42 -1.78 -0.35 0.672
C -2.946 -1.814 0.483 0.62 1.02 -0.01 0.655
C 3.132 -0.468 -1.064 -0.93 -0.71 -1.16 0.776
C 2.856 2.714 -1.740 -1.22 0.29 0.65 -0.016
C 1.612 2.349 -1.276 0.25 0.05 -0.22 -0.126
C -0.431 5.110 0.508 0.26 -0.79 -0.32 -0.226
C 0.534 6.116 0.378 0.69 -0.31 -0.39 -0.215
C -0.184 3.823 0.012 -0.39 0.65 0.37 -0.217
C 1.753 5.837 -0.248 -0.36 0.42 0.28 -0.242
C 1.033 3.537 -0.627 -0.13 -1.10 -0.26 -0.044
C 1.982 4.552 -0.741 0.37 0.27 -0.09 0.120
N 3.081 4.041 -1.404 0.79 0.19 -0.34 -0.532
N -4.030 -2.341 1.064 -0.77 -1.08 0.24 -0.605
N -1.188 -3.583 0.923 -0.26 1.50 -0.21 -0.609
N 1.746 0.454 0.863 0.02 -0.31 -0.61 -0.846
C -0.498 -5.631 2.008 -0.02 0.09 -0.06 -0.708
C -4.396 -3.753 1.164 0.30 0.18 -0.11 -0.420
C -1.822 -2.705 -0.069 -0.17 -0.40 0.33 -0.321
C -0.469 0.877 -1.307 0.12 0.04 0.11 -0.602
C 1.730 -0.080 -0.526 0.95 0.85 1.27 -0.137
C 1.052 0.945 -1.472 -0.17 0.31 -0.19 -0.238
H 4.983 -0.406 -0.891 0.04 -0.01 0.02 0.498
H 3.543 2.071 -2.283 0.07 0.52 0.12 0.219
H -1.377 5.326 0.995 0.12 -0.06 -0.07 0.213
H 0.334 7.111 0.766 0.09 -0.12 -0.08 0.214
H -0.953 3.069 0.130 0.12 0.03 -0.04 0.225
H 2.505 6.612 -0.355 -0.04 -0.03 0.02 0.211
H 3.920 4.573 -1.630 -0.58 -0.37 0.13 0.413
H -4.689 -1.661 1.412 0.17 0.07 -0.09 0.407
H -0.623 -3.146 1.633 -0.02 0.10 -0.07 0.401
H 2.599 0.160 1.341 -0.40 0.34 -0.14 0.370
H 1.699 1.477 0.836 0.29 -0.52 0.14 0.377
H -0.690 -6.701 1.924 0.01 0.18 -0.01 0.246
H 0.565 -5.442 1.871 0.11 0.00 0.17 0.228
H -0.817 -5.277 2.986 0.14 0.00 0.17 0.222
H -4.184 -4.271 0.226 0.02 -0.04 0.19 0.224
H -3.838 -4.231 1.971 -0.09 -0.16 -0.05 0.193
H -5.463 -3.844 1.374 0.13 0.13 -0.03 0.211
H -2.238 -3.301 -0.882 0.16 -0.32 0.13 0.248
H -1.059 -2.057 -0.497 -0.19 0.17 0.10 0.229
H -0.952 1.686 -1.863 0.05 -0.12 0.09 0.217
H -0.848 -0.072 -1.696 0.02 0.11 0.10 0.210
H -0.748 0.948 -0.252 -0.10 -0.07 -0.20 0.230
H 1.146 -1.005 -0.532 0.19 0.00 -0.21 0.211
H 1.264 0.654 -2.507 0.16 -0.10 0.17 0.231

Number 1: E -2705.466262 Eh. Number 2: E -774.660047 Eh. Number 3: E -1182.235638 Eh.